[1]
Formula: C34H40F5FeO2SSe
Source: OMol25
Level of theory: ωB97M-V/def2-TZVPD

ORCA input file:
```
! RIJCOSX wB97M-V def2-TZVPD def2/J DEFGRID3
* xyz 0 6
Fe -1.747 -1.069 -1.519
C 4.730 2.756 -1.466
C 3.824 2.971 -2.686
C 4.430 2.254 -3.901
C 3.775 4.469 -2.991
C 2.439 2.394 -2.404
C 2.301 1.041 -2.110
C 1.047 0.504 -1.898
Se 0.877 -1.400 -1.708
C 0.889 -1.715 0.191
C 2.069 -2.150 0.784
C 2.068 -2.566 2.104
C 0.848 -2.536 2.787
C -0.353 -2.127 2.230
C -0.325 -1.720 0.881
O -1.446 -1.355 0.251
C -1.660 -2.121 3.026
C -2.247 -0.701 3.058
C -2.665 -3.096 2.393
C -1.442 -2.558 4.476
C 3.319 -3.074 2.817
C 3.092 -4.523 3.270
C 4.548 -3.042 1.909
C 3.601 -2.196 4.044
C -0.127 1.267 -2.025
O -1.304 0.648 -1.969
C -0.014 2.645 -2.260
C 1.274 3.149 -2.453
C -1.186 3.633 -2.354
C -2.561 3.053 -2.002
C -0.932 4.797 -1.382
C -1.255 4.178 -3.789
H 5.724 3.167 -1.656
H 4.844 1.697 -1.232
H 4.317 3.252 -0.586
H 5.419 2.659 -4.125
H 3.799 2.387 -4.782
H 4.537 1.184 -3.723
H 4.785 4.832 -3.183
H 3.371 5.039 -2.151
H 3.173 4.681 -3.876
H 3.170 0.398 -2.040
H 2.976 -2.154 0.195
H 0.844 -2.864 3.817
H -2.466 -0.330 2.059
H -1.550 -0.010 3.536
H -3.174 -0.701 3.635
H -2.930 -2.800 1.379
H -3.579 -3.122 2.991
H -2.253 -4.106 2.361
H -0.744 -1.901 4.999
H -1.074 -3.584 4.545
H -2.396 -2.516 5.004
H 2.865 -5.164 2.417
H 2.266 -4.598 3.978
H 3.989 -4.909 3.760
H 4.419 -3.681 1.033
H 5.416 -3.408 2.460
H 4.773 -2.030 1.570
H 2.779 -2.231 4.760
H 3.748 -1.155 3.750
H 4.504 -2.539 4.554
H 1.361 4.205 -2.667
H -2.571 2.605 -1.009
H -2.889 2.298 -2.713
H -3.285 3.870 -2.013
H -0.870 4.433 -0.355
H -1.757 5.510 -1.441
H -0.011 5.337 -1.603
H -1.412 3.366 -4.501
H -0.340 4.702 -4.069
H -2.088 4.877 -3.882
F -8.347 -1.633 1.083
C -7.269 -1.590 0.305
C -6.658 -2.764 -0.101
F -7.142 -3.938 0.303
C -5.547 -2.708 -0.922
F -4.980 -3.857 -1.287
C -5.025 -1.498 -1.367
S -3.708 -1.435 -2.533
C -5.640 -0.334 -0.919
F -5.167 0.859 -1.279
C -6.752 -0.370 -0.096
F -7.327 0.760 0.313
*
```

For the relative energy (zero: lowest compared OMol25 entry of this formula, charge and spin), the calculation gives 0.0 kJ/mol. Its lowest unoccupied orbital energy (alpha / beta) is 0.22 / -1.61 eV. As for the electronic energy: -6032.7341 Ha. As for the expectation value of S²: 8.770. The calculation puts the molar mass at 742.55 g mol⁻¹. The HOMO energy (alpha / beta) comes out at -8.374 / -8.248 eV. For the orbital gap (alpha / beta), the calculation gives 8.593 / 6.638 eV.


[2]
Formula: C34H40N4O2P2Pd
Source: OMol25
Level of theory: ωB97M-V/def2-TZVPD

ORCA input file:
```
! RIJCOSX wB97M-V def2-TZVPD def2/J DEFGRID3
* xyz 0 3
Pd 1.116 -4.192 -1.787
C 1.914 -4.707 -3.592
C 0.519 -4.686 -3.799
C -0.390 -5.872 -3.624
C -0.068 -6.795 -2.426
C 0.533 -6.135 -1.218
C 1.901 -5.896 -0.985
C 3.008 -6.261 -1.934
C 2.672 -5.993 -3.417
C 0.534 -1.513 0.371
H 2.481 -3.832 -3.929
H 0.109 -3.876 -4.406
H -0.380 -6.445 -4.563
H -1.424 -5.514 -3.498
H -1.019 -7.229 -2.097
H 0.532 -7.654 -2.728
H -0.126 -6.047 -0.345
H 2.186 -5.677 0.050
H 3.346 -7.294 -1.780
H 3.865 -5.626 -1.657
H 3.618 -5.886 -3.969
H 2.112 -6.823 -3.868
H 1.344 -1.634 -0.384
H 0.978 -1.426 1.378
H 0.068 -0.531 0.184
P -0.556 -2.958 0.200
P -0.382 -0.859 -2.487
N 0.318 -4.178 1.486
N -1.927 -2.625 1.160
N 0.977 -1.068 -3.671
N -1.340 0.105 -3.484
C -1.446 -3.385 -1.367
C -1.551 -2.355 -2.519
C 1.667 -3.992 1.804
C 2.116 -5.046 2.600
C 1.003 -5.913 2.807
C -0.088 -5.356 2.129
C -1.802 -1.862 2.322
C -3.003 -1.896 3.008
C -3.905 -2.714 2.258
C -3.223 -3.169 1.145
C 2.295 -0.833 -3.211
C 3.208 -1.271 -4.163
C 2.457 -1.792 -5.259
C 1.105 -1.690 -4.917
C -1.523 0.221 -4.867
C -2.326 1.324 -5.102
C -2.697 1.872 -3.826
C -2.168 1.056 -2.853
H -2.460 -3.650 -1.043
H -1.070 -4.351 -1.784
H -1.442 -2.870 -3.490
H -2.567 -1.927 -2.495
H 2.219 -3.113 1.482
H 3.127 -5.171 2.975
H 1.008 -6.842 3.365
H -1.113 -5.706 2.080
H -0.880 -1.338 2.513
H -3.208 -1.384 3.938
H -4.935 -2.936 2.506
H -3.575 -3.803 0.344
H 2.459 -0.296 -2.283
H 4.290 -1.207 -4.092
H 2.859 -2.236 -6.165
H 0.244 -2.034 -5.474
H -1.063 -0.478 -5.544
H -2.605 1.720 -6.066
H -3.241 2.785 -3.635
H -2.198 1.090 -1.775
O 2.383 1.349 -1.046
C 1.205 1.734 -1.088
O 0.174 1.038 -1.488
C 0.857 3.127 -0.609
C -0.468 3.590 -0.602
C -0.784 4.880 -0.163
C 0.246 5.738 0.260
C 1.573 5.272 0.276
C 1.875 3.979 -0.161
H -1.260 2.922 -0.929
H -1.820 5.232 -0.174
H 0.012 6.755 0.598
H 2.380 5.929 0.604
H 2.897 3.608 -0.145
*
```

Its lowest unoccupied orbital energy (alpha / beta) is 0.29 / -2.64 eV. As for the electronic energy: -2499.4046 Ha. As for the expectation value of S²: 2.015. The calculation puts the molar mass at 705.09 g mol⁻¹. The HOMO energy (alpha / beta) comes out at -5.671 / -6.711 eV. For the orbital gap (alpha / beta), the calculation gives 5.957 / 4.067 eV.


> Which of these has the highest electronic energy?

C34H40N4O2P2Pd